Record 1
ORCA calculation (ωB97M-V/def2-TZVPD) on a molecular structure, C3H3Br3 in a non-equilibrium geometry.

HOMO level: -9.7533 eV
Kohn-Sham gap: 9.759 eV
spin multiplicity: 1
F_max: 2.3 eV/Å
energy above the lowest of the compared OMol25 structures with the same formula, charge and spin: 0.4450 eV
lowest unoccupied orbital energy: 0.000 Eh

```
9
C3H3Br3 (ωB97M-V/def2-TZVPD)
C -0.455 -0.360 0.022
C -0.821 0.332 -1.038
C 0.627 0.019 0.977
Br -2.176 -0.161 -2.222
Br 1.611 1.501 0.332
Br 1.950 -1.544 0.860
H -0.884 -1.305 0.237
H -0.363 1.293 -1.277
H 0.510 0.225 2.109
```

***

Record 2
ORCA calculation (ωB97M-V/def2-TZVPD) on a molecular structure, C3H3Br3O in a non-equilibrium geometry.

HOMO level: -9.0331 eV
Kohn-Sham gap: 9.180 eV
spin multiplicity: 1
F_max: 4.6 eV/Å
energy above the lowest of the compared OMol25 structures with the same formula, charge and spin: 2.5575 eV
lowest unoccupied orbital energy: 0.005 Eh

```
10
C3H3Br3O (ωB97M-V/def2-TZVPD)
C 1.228 0.961 0.806
C 0.948 0.000 -0.029
C -1.207 -0.300 -0.366
O -1.222 -1.268 -1.219
Br 1.794 -1.343 -0.873
Br -2.052 -0.582 1.358
Br -1.711 1.362 -1.108
H 2.090 1.371 1.192
H 0.558 1.658 1.308
H -0.426 -1.861 -1.068
```

***

Record 3
ORCA calculation (ωB97M-V/def2-TZVPD) on a molecular structure, C3H3Br3O in a non-equilibrium geometry.

HOMO level (alpha / beta): -5.7140 / -10.4709 eV
Kohn-Sham gap (alpha / beta): 5.575 / 8.547 eV
spin multiplicity: 3
F_max: 3.4 eV/Å
energy above the lowest of the compared OMol25 structures with the same formula, charge and spin: 0.3529 eV
lowest unoccupied orbital energy (alpha / beta): -0.005 / -0.071 Eh

```
10
C3H3Br3O (ωB97M-V/def2-TZVPD)
C -1.067 0.563 0.546
C -0.276 -0.063 1.529
C 0.546 -0.143 -1.588
O -1.953 1.136 0.083
Br 2.277 0.239 -0.753
Br 0.430 -2.017 -2.048
Br 0.231 1.021 -3.090
H -0.489 0.337 2.525
H 0.790 0.061 1.293
H -0.489 -1.135 1.502
```

***

Record 4
ORCA calculation (ωB97M-V/def2-TZVPD) on 2 unconnected molecules or ions with the total composition C3H3BrClFO in a non-equilibrium geometry.

HOMO level: -8.4470 eV
Kohn-Sham gap: 8.948 eV
spin multiplicity: 1
F_max: 5.1 eV/Å
energy above the lowest of the compared OMol25 structures with the same formula, charge and spin: 1.5513 eV
lowest unoccupied orbital energy: 0.018 Eh

```
10
C3H3BrClFO (ωB97M-V/def2-TZVPD)
C -0.574 0.072 -0.842
C 0.421 1.115 -0.634
C -0.200 -1.038 0.979
O -1.304 -0.361 -1.600
F -0.707 -0.085 1.859
Cl -1.169 -2.403 0.996
Br 1.724 -1.276 1.123
H 0.596 1.178 0.443
H 0.025 2.097 -0.949
H 1.188 0.699 -1.375
```

***

Record 5
ORCA calculation (ωB97M-V/def2-TZVPD) on a single C3H3BrClNS molecule in a non-equilibrium geometry.

HOMO level: -8.5764 eV
Kohn-Sham gap: 9.163 eV
spin multiplicity: 1
F_max: 5.2 eV/Å
energy above the lowest of the compared OMol25 structures with the same formula, charge and spin: 0.4498 eV
lowest unoccupied orbital energy: 0.022 Eh
SMILES: ClC1=C(Br)CNS1

```
10
C3H3BrClNS (ωB97M-V/def2-TZVPD)
C -0.545 -0.751 0.055
C -1.180 0.340 0.492
C 0.811 -0.211 -0.774
N 1.251 0.904 0.154
S -0.173 1.803 0.561
Cl -2.660 0.529 1.344
Br -1.354 -2.349 -0.255
H 1.555 -1.075 -0.892
H 0.603 0.148 -1.732
H 1.692 0.662 1.048
```

***

Record 6
ORCA calculation (ωB97M-V/def2-TZVPD) on 2 unconnected molecules or ions with the total composition C3H3BrN2S in a non-equilibrium geometry.

HOMO level (alpha / beta): -8.3304 / -7.2901 eV
Kohn-Sham gap (alpha / beta): 5.385 / 4.194 eV
spin multiplicity: 1
F_max: 5.7 eV/Å
energy above the lowest of the compared OMol25 structures with the same formula, charge and spin: 4.6615 eV
lowest unoccupied orbital energy (alpha / beta): -0.108 / -0.114 Eh

```
10
C3H3BrN2S (ωB97M-V/def2-TZVPD)
C 0.531 1.146 -0.580
C -0.564 0.593 0.109
C 1.219 0.072 1.135
N 1.600 0.821 0.175
N -0.132 -0.076 1.210
S -0.349 -1.405 -1.929
Br -0.649 -2.958 -0.625
H 0.604 1.795 -1.357
H -1.651 0.632 -0.073
H -0.607 -0.621 1.934
```